--- P ---
Below is a 2-piece molecular cluster, C12H16N2O overall, with properties calculated with ωB97M-V/def2-TZVPD.

Computed properties:
- SMILES: CCc1c[nH]cn1.Cc1ccc(O)cc1
- Gap between HOMO and LUMO: 8.929 eV

Each line ends with the Mulliken charge.
CARTESIAN COORDINATES (ANGSTROEM)
C: -0.084 -2.288 -0.298  -0.6301
C: -0.473 -2.211 1.167  -1.1278
C: -0.349 -1.081 2.107  0.7641
C: 0.793 -0.652 2.784  -0.3314
N: 0.549 0.368 3.579  -0.1005
C: -0.839 0.566 3.497  -0.4891
N: -1.405 -0.327 2.623  -0.5129
H: 1.141 -2.121 -0.099  0.1413
H: -0.552 -1.616 -1.003  0.0682
H: -0.350 -3.255 -0.722  0.3867
H: -1.652 -2.471 1.356  0.2759
H: -0.098 -3.078 1.525  0.5197
H: 1.838 -1.123 2.855  0.3310
H: 1.193 1.150 3.680  0.2780
H: -1.430 1.305 3.853  0.4633
C: 2.211 0.815 -3.109  -1.4112
C: 0.969 0.819 -2.088  0.8038
C: -0.271 0.858 -2.706  -0.4780
C: -1.479 1.073 -2.043  -0.5419
C: -1.391 1.338 -0.607  0.5529
O: -2.454 1.699 0.090  -0.5000
C: -0.160 1.159 -0.008  -0.3851
C: 1.052 0.960 -0.771  -0.4221
H: 3.096 0.868 -2.393  0.3126
H: 2.089 1.800 -3.555  0.3578
H: 2.170 -0.078 -3.786  0.3464
H: -0.207 0.504 -3.817  0.1570
H: -2.501 0.895 -2.619  0.1778
H: -3.229 2.007 -0.381  0.3440
H: -0.102 1.297 1.097  0.1987
H: 1.922 0.820 -0.208  0.4506


--- Q ---
Below is a 2-piece molecular cluster, C12H16N2O overall, with properties calculated with ωB97M-V/def2-TZVPD.

Computed properties:
- SMILES: CCc1c[nH]cn1.Cc1ccc(O)cc1
- Gap between HOMO and LUMO: 8.818 eV

Each line ends with the Mulliken charge.
CARTESIAN COORDINATES (ANGSTROEM)
C: 0.588 -4.085 1.339  -1.1121
C: 1.298 -2.789 1.704  -0.2117
C: 0.355 -1.665 1.829  0.5056
C: 0.225 -0.716 2.800  -0.7438
N: -0.859 0.055 2.424  -0.0404
C: -1.419 -0.539 1.321  -0.3836
N: -0.757 -1.608 0.984  -0.5024
H: 0.561 -4.301 0.240  0.2470
H: -0.318 -4.213 1.914  0.3379
H: 1.345 -4.896 1.369  0.3725
H: 2.145 -2.890 2.490  0.3229
H: 2.153 -2.669 1.017  0.1149
H: 0.714 -0.423 3.737  0.4357
H: -1.365 0.653 3.053  0.2422
H: -2.419 -0.274 1.004  0.4395
C: 2.611 0.419 -1.636  -1.3484
C: 1.251 1.027 -1.683  0.5594
C: 0.219 0.233 -1.242  -0.4167
C: -1.097 0.711 -1.328  -1.1762
C: -1.225 2.040 -1.546  1.1446
O: -2.500 2.576 -1.713  -0.5686
C: -0.169 2.966 -1.698  -0.7239
C: 1.100 2.423 -1.899  -0.4997
H: 3.221 0.858 -0.821  0.2969
H: 3.235 0.661 -2.481  0.3812
H: 2.656 -0.625 -1.234  0.2607
H: 0.363 -0.805 -1.004  0.5659
H: -1.964 0.093 -1.376  0.4600
H: -3.106 1.837 -1.830  0.2964
H: -0.461 4.006 -1.677  0.4070
H: 1.854 3.196 -1.951  0.3373


The least stable of them is P.


--- P ---
Below is the molecule C2H4OS3, with properties calculated with ωB97M-V/def2-TZVPD.

Computed properties:
- Gap between HOMO and LUMO: 7.488 eV

Each line ends with the Mulliken charge.
CARTESIAN COORDINATES (ANGSTROEM)
C: 0.544 0.787 -0.067  0.2258
C: 1.403 -0.324 -0.216  -0.8501
O: -1.027 -1.427 -0.856  -0.4816
S: -3.069 0.262 0.526  -0.2195
S: 0.738 2.312 0.380  -0.1698
S: -1.255 0.018 -0.828  0.3998
H: 1.052 -1.342 -0.151  0.3703
H: 2.022 -0.340 0.734  0.3004
H: 1.994 -0.265 -1.222  0.2652
H: -2.403 0.319 1.700  0.1596


--- Q ---
Below is C2H4OS3 as an isolated structure, with properties calculated with ωB97M-V/def2-TZVPD.

Computed properties:
- Gap between HOMO and LUMO: 7.986 eV

Each line ends with the Mulliken charge.
CARTESIAN COORDINATES (ANGSTROEM)
C: -0.148 0.208 0.548  0.2423
C: 0.003 -1.303 0.845  -0.8313
O: -1.096 0.473 -1.972  -0.5483
S: -0.242 1.506 1.622  -0.1899
S: 1.831 0.835 -1.689  -0.2774
S: -0.020 0.926 -1.109  0.5043
H: 0.499 -1.731 -0.111  0.2769
H: -1.054 -1.609 0.745  0.3008
H: 0.337 -1.459 1.873  0.3389
H: -0.109 2.154 -0.752  0.1837


The least stable of them is Q.